(1)
The following is a DFT calculation (ωB97M-V/def2-TZVPD) of a 2-piece molecular cluster, C5H8N2 overall in a non-equilibrium geometry.

```
15
Properties=species:S:1:pos:R:3
C -1.78005 -1.69707 0.01978
C -0.20651 0.43967 -1.92310
C 0.52722 1.15494 -0.83729
C -0.54196 -0.33449 1.75942
C -0.73400 -0.74023 0.32046
N -2.64743 -2.43183 -0.14806
N -0.58953 0.31540 -0.47352
H -0.90129 0.99511 -2.50595
H 0.34996 -0.24427 -2.49813
H 1.60682 0.89660 -0.67794
H 0.26771 2.14993 -0.62981
H -1.34997 0.39097 1.97167
H 0.42769 0.05472 1.96105
H -0.90932 -1.16485 2.30912
H 0.54538 -2.04886 -0.36887
```

The energy above the lowest of the compared OMol25 structures with the same formula, charge and spin comes out at 5.318 eV. The LUMO energy (spin up / spin down) is -0.005 / -0.005 eV. Its gap between HOMO and LUMO (spin up / spin down) is 8.50 / 8.50 eV. The HOMO energy (spin up / spin down) is -8.5010 / -8.5020 eV.

(2)
The following is a DFT calculation (ωB97M-V/def2-TZVPD) of a single C5H8N2 molecule in a non-equilibrium geometry.

```
15
Properties=species:S:1:pos:R:3
C -1.93356 -0.91479 0.45217
C -0.56350 -0.54261 -0.05771
C -0.36803 0.72817 -0.79078
N 0.12466 0.57657 0.57835
C 1.57971 0.47086 0.70511
C 2.27258 0.47518 -0.60099
N 2.69103 0.53114 -1.67839
H -1.89616 -1.57276 1.32666
H -2.48729 -1.42977 -0.34240
H -2.48902 -0.01097 0.72334
H 0.07638 -1.38204 -0.34172
H 0.37458 0.75232 -1.58642
H -1.18857 1.42650 -0.91204
H 1.94857 1.33057 1.27495
H 1.85862 -0.43836 1.24986
```

The energy above the lowest of the compared OMol25 structures with the same formula, charge and spin comes out at 1.778 eV. The LUMO energy is 0.977 eV. As for the structure (SMILES): C[C@H]1CN1CC#N. Its gap between HOMO and LUMO is 10.75 eV. The HOMO energy is -9.7740 eV.

(3)
The following is a DFT calculation (ωB97M-V/def2-TZVPD) of a single C5H8N2 molecule in a non-equilibrium geometry.

```
15
Properties=species:S:1:pos:R:3
C -1.27110 -0.34104 0.61851
C -1.11404 -0.28435 -0.92002
N 0.36510 -0.27714 -0.88508
C 0.36976 -0.77888 0.50359
C 1.63933 -0.09051 1.02523
N 1.92364 0.95158 0.35799
C 0.83869 1.09911 -0.61874
H -1.84274 -1.19017 0.99629
H 0.03890 1.65380 -0.10218
H -1.85151 0.54686 0.98921
H -1.50178 0.59388 -1.44238
H -1.50352 -1.19258 -1.37850
H 0.45741 -1.88093 0.54146
H 2.29231 -0.42995 1.83547
H 1.15956 1.62033 -1.52084
```

The energy above the lowest of the compared OMol25 structures with the same formula, charge and spin comes out at 2.705 eV. The LUMO energy is 0.937 eV. As for the structure (SMILES): C1=NCN2CC[C@H]12. Its gap between HOMO and LUMO is 9.95 eV. The HOMO energy is -9.0138 eV.